1.
C44H49InN5OP3 as an isolated structure, computed with the ωB97M-V functional and the def2-TZVPD basis.

Kohn-Sham gap (eV): 7.4485
Largest force on an atom (eV Å⁻¹): 0.5
Energy relative to the best compared isomer or geometry (same formula, charge and spin) (kcal/mol): 7.5

Geometry as ORCA input:
```
! RIJCOSX wB97M-V def2-TZVPD def2/J DEFGRID3
* xyz 2 1
In 0.553 -0.412 -0.084
C 6.114 -2.305 -3.377
C 4.855 -2.342 -2.557
C 3.710 -2.998 -3.005
C 2.547 -3.021 -2.252
C 2.470 -2.409 -0.998
N 1.317 -2.368 -0.194
C 0.739 -3.512 0.327
C 1.092 -4.798 -0.132
C 0.449 -5.944 0.275
C -0.621 -5.892 1.169
C -1.360 -7.132 1.591
C -0.934 -4.655 1.689
C -0.244 -3.489 1.338
N -0.541 -2.335 2.154
C -1.100 -2.380 3.381
C -1.058 -1.119 3.932
C -0.433 -0.340 2.970
N -0.110 -1.077 1.906
C 3.620 -1.721 -0.574
C 4.781 -1.691 -1.332
N 3.620 -1.011 0.675
C 4.565 -1.036 1.632
C 4.222 -0.103 2.588
C 3.029 0.455 2.122
N 2.670 -0.093 0.965
H 6.106 -3.076 -4.145
H 6.228 -1.340 -3.876
H 6.994 -2.456 -2.753
H 3.732 -3.508 -3.961
H 1.684 -3.563 -2.615
H 1.906 -4.886 -0.834
H 0.769 -6.899 -0.123
H -1.365 -7.876 0.796
H -0.889 -7.588 2.463
H -2.395 -6.911 1.851
H -1.749 -4.603 2.399
H -1.446 -3.296 3.822
H -1.412 -0.825 4.903
H -0.186 0.708 2.991
H 5.639 -1.142 -0.960
H 5.402 -1.710 1.565
H 4.755 0.129 3.492
H 2.408 1.212 2.577
C -1.290 -2.612 -2.799
P -1.208 -0.942 -2.091
C -2.950 -0.456 -1.926
C -0.577 0.080 -3.488
C 0.003 1.431 -3.053
P 1.413 1.225 -1.907
C 2.807 0.655 -2.919
C 1.864 2.902 -1.397
H -2.023 -2.648 -3.606
H -1.568 -3.328 -2.025
H -0.316 -2.892 -3.196
H -3.438 -0.452 -2.902
H -3.025 0.529 -1.473
H -3.463 -1.166 -1.278
H -1.383 0.224 -4.212
H 0.193 -0.512 -3.991
H -0.746 2.032 -2.529
H 0.332 2.006 -3.922
H 2.959 1.324 -3.768
H 2.638 -0.362 -3.275
H 3.708 0.645 -2.307
H 2.217 3.471 -2.258
H 2.657 2.859 -0.651
H 0.989 3.399 -0.978
O -0.721 1.427 0.221
P -1.677 2.483 0.770
C -1.871 3.811 -0.420
C -1.153 4.999 -0.284
C -1.237 5.977 -1.264
C -2.043 5.778 -2.376
C -2.775 4.603 -2.510
C -2.691 3.624 -1.535
C -0.982 3.175 2.275
C -1.769 3.518 3.371
C -1.173 4.031 4.517
C 0.202 4.200 4.572
C 0.993 3.857 3.481
C 0.404 3.344 2.337
C -3.308 1.837 1.119
C -3.481 0.483 1.395
C -4.738 -0.001 1.722
C -5.823 0.863 1.777
C -5.657 2.215 1.501
C -4.403 2.703 1.171
H -0.543 5.172 0.594
H -0.687 6.901 -1.152
H -2.116 6.547 -3.133
H -3.420 4.462 -3.366
H -3.285 2.721 -1.631
H -2.841 3.379 3.342
H -1.786 4.295 5.368
H 0.660 4.602 5.466
H 2.066 3.996 3.524
H 1.020 3.066 1.489
H -2.634 -0.190 1.346
H -4.873 -1.054 1.936
H -6.803 0.483 2.032
H -6.504 2.885 1.541
H -4.278 3.757 0.950
*
```

Here are the Mulliken charges for atoms 1 to 99, given in e: In 2.46; C -1.51; C 0.55; C -1.31; C -0.13; C -0.57; N 0.13; C 2.06; C -0.77; C -1.22; C 0.05; C -1.69; C -0.72; C -0.31; N 0.70; C 0.12; C -1.92; C -0.30; N -0.14; C -0.53; C -0.10; N 0.29; C -0.08; C -1.51; C -0.33; N 0.13; H 0.41; H 0.28; H 0.37; H 0.43; H 0.70; H 0.59; H 0.44; H 0.43; H 0.31; H 0.39; H 0.38; H 0.54; H 0.52; H 0.64; H 0.55; H 0.56; H 0.49; H 0.43; C -1.28; P 1.48; C -1.26; C -1.61; C -0.23; P 1.07; C -1.45; C -1.09; H 0.54; H 0.34; H 0.28; H 0.62; H 0.01; H 0.38; H 0.69; H 0.33; H -0.57; H 0.75; H 0.62; H 0.27; H 0.41; H 0.60; H 0.34; H 0.09; O -0.99; P 1.80; C 0.55; C -0.39; C -0.79; C -0.77; C -0.77; C -0.36; C 0.04; C -0.90; C -0.75; C -0.76; C -0.76; C -0.29; C 0.21; C -0.06; C -1.07; C -0.69; C -0.77; C -0.69; H 0.44; H 0.50; H 0.45; H 0.49; H 0.29; H 0.45; H 0.47; H 0.43; H 0.50; H 0.60; H 0.52

---

2.
C19H19AuClN6OS2 as an isolated structure at a distorted geometry, computed with the ωB97M-V functional and the def2-TZVPD basis.

Kohn-Sham gap (spin up / spin down) (eV): 7.4226 / 5.5303
Largest force on an atom (eV Å⁻¹): 4.2
Energy relative to the best compared isomer or geometry (same formula, charge and spin) (kcal/mol): 0.0

Geometry as ORCA input:
```
! RIJCOSX wB97M-V def2-TZVPD def2/J DEFGRID3
* xyz 1 3
Au 0.935 0.148 -0.350
N -3.549 0.239 -0.197
C -4.103 1.402 0.361
C -5.414 1.422 0.845
C -5.902 2.536 1.508
C -5.048 3.600 1.746
C -3.741 3.591 1.318
C -3.288 2.525 0.570
S -1.654 2.556 0.003
N -1.332 0.966 -0.408
C -2.250 0.005 -0.448
C -1.096 -1.726 -1.792
C -1.455 -2.879 -2.495
C -0.678 -3.305 -3.537
C 0.476 -2.583 -3.844
C 0.784 -1.468 -3.081
N 0.007 -1.006 -2.097
H -4.148 -0.583 -0.278
H -6.017 0.538 0.708
H -6.908 2.539 1.876
H -5.394 4.470 2.293
H -3.037 4.357 1.605
H -2.264 -3.454 -2.089
H -0.930 -4.200 -4.077
H 1.183 -2.888 -4.601
H 1.695 -0.902 -3.253
O -1.623 -3.559 0.380
S -2.637 -2.519 0.287
N -1.948 -1.300 -0.775
Cl 7.310 -1.790 1.365
C 5.620 -1.404 1.404
C 5.232 -0.141 1.895
C 3.883 0.145 2.004
C 2.901 -0.769 1.574
C 1.490 -0.420 1.571
C 3.326 -1.990 1.021
C 4.674 -2.315 0.931
H 5.988 0.559 2.175
H 3.598 1.080 2.473
H 1.208 0.397 2.233
H 0.817 -1.270 1.695
H 2.595 -2.672 0.619
H 5.023 -3.228 0.488
N 2.180 3.135 -0.043
N 2.559 1.876 -0.605
H 2.961 3.792 -0.038
H 1.842 2.975 0.912
H 3.434 1.489 -0.248
H 2.695 2.025 -1.604
*
```

Charges per atom according to Mulliken partitioning, unit e: Au 0.91; N -0.19; C 0.12; C -0.56; C -0.75; C -0.50; C -0.68; C 0.82; S -0.23; N -0.35; C 0.75; C 0.44; C -0.29; C -0.65; C -0.56; C -0.21; N -0.31; H 0.20; H 0.35; H 0.41; H 0.37; H 0.40; H 0.41; H 0.45; H 0.40; H 0.39; O -0.37; S 0.36; N 0.01; Cl -0.18; C 0.35; C -0.59; C -0.46; C 0.51; C -1.75; C -0.17; C -0.80; H 0.47; H 0.41; H 0.52; H 0.61; H 0.46; H 0.43; N -0.47; N -0.52; H 0.27; H 0.22; H 0.25; H 0.31

---

3.
One molecule with the formula C4H4OS at a distorted geometry, computed with the ωB97M-V functional and the def2-TZVPD basis.

Kohn-Sham gap (eV): 8.5189
Largest force on an atom (eV Å⁻¹): 6.5
Energy relative to the best compared isomer or geometry (same formula, charge and spin) (kcal/mol): 90.0
SMILES: C#CC(=S)OC

Geometry as ORCA input:
```
! RIJCOSX wB97M-V def2-TZVPD def2/J DEFGRID3
* xyz 0 1
C -1.639 -0.131 2.394
C -0.753 -0.540 1.561
C -0.256 -0.526 0.182
S -0.135 -1.936 -0.561
O 0.285 0.676 -0.149
C 0.952 0.515 -1.449
H -2.134 0.386 3.358
H 0.399 0.070 -2.221
H 1.799 -0.030 -1.311
H 1.481 1.516 -1.805
*
```

Charges per atom according to Mulliken partitioning, unit e: C -0.24; C -0.35; C 0.64; S -0.27; O -0.28; C -0.86; H 0.30; H 0.38; H 0.44; H 0.24

---

Copy entry 2 word for word.
C19H19AuClN6OS2 as an isolated structure at a distorted geometry, computed with the ωB97M-V functional and the def2-TZVPD basis.

Kohn-Sham gap (spin up / spin down) (eV): 7.4226 / 5.5303
Largest force on an atom (eV Å⁻¹): 4.2
Energy relative to the best compared isomer or geometry (same formula, charge and spin) (kcal/mol): 0.0

Geometry as ORCA input:
```
! RIJCOSX wB97M-V def2-TZVPD def2/J DEFGRID3
* xyz 1 3
Au 0.935 0.148 -0.350
N -3.549 0.239 -0.197
C -4.103 1.402 0.361
C -5.414 1.422 0.845
C -5.902 2.536 1.508
C -5.048 3.600 1.746
C -3.741 3.591 1.318
C -3.288 2.525 0.570
S -1.654 2.556 0.003
N -1.332 0.966 -0.408
C -2.250 0.005 -0.448
C -1.096 -1.726 -1.792
C -1.455 -2.879 -2.495
C -0.678 -3.305 -3.537
C 0.476 -2.583 -3.844
C 0.784 -1.468 -3.081
N 0.007 -1.006 -2.097
H -4.148 -0.583 -0.278
H -6.017 0.538 0.708
H -6.908 2.539 1.876
H -5.394 4.470 2.293
H -3.037 4.357 1.605
H -2.264 -3.454 -2.089
H -0.930 -4.200 -4.077
H 1.183 -2.888 -4.601
H 1.695 -0.902 -3.253
O -1.623 -3.559 0.380
S -2.637 -2.519 0.287
N -1.948 -1.300 -0.775
Cl 7.310 -1.790 1.365
C 5.620 -1.404 1.404
C 5.232 -0.141 1.895
C 3.883 0.145 2.004
C 2.901 -0.769 1.574
C 1.490 -0.420 1.571
C 3.326 -1.990 1.021
C 4.674 -2.315 0.931
H 5.988 0.559 2.175
H 3.598 1.080 2.473
H 1.208 0.397 2.233
H 0.817 -1.270 1.695
H 2.595 -2.672 0.619
H 5.023 -3.228 0.488
N 2.180 3.135 -0.043
N 2.559 1.876 -0.605
H 2.961 3.792 -0.038
H 1.842 2.975 0.912
H 3.434 1.489 -0.248
H 2.695 2.025 -1.604
*
```

Charges per atom according to Mulliken partitioning, unit e: Au 0.91; N -0.19; C 0.12; C -0.56; C -0.75; C -0.50; C -0.68; C 0.82; S -0.23; N -0.35; C 0.75; C 0.44; C -0.29; C -0.65; C -0.56; C -0.21; N -0.31; H 0.20; H 0.35; H 0.41; H 0.37; H 0.40; H 0.41; H 0.45; H 0.40; H 0.39; O -0.37; S 0.36; N 0.01; Cl -0.18; C 0.35; C -0.59; C -0.46; C 0.51; C -1.75; C -0.17; C -0.80; H 0.47; H 0.41; H 0.52; H 0.61; H 0.46; H 0.43; N -0.47; N -0.52; H 0.27; H 0.22; H 0.25; H 0.31

---

- What is the energy relative to the best compared isomer or geometry (same formula, charge and spin) in the third record?
  90.0 kcal/mol